A structure of composition C2H4LiO. Source: the Open Molecules 2025 dataset; level of theory: the ωB97M-V functional and the def2-TZVPD basis.

Energy above the lowest of the compared OMol25 structures with the same formula, charge and spin ... 62.3 kJ/mol
Total charge ... 0
Highest occupied orbital energy (alpha / beta) ... -6.03 / -8.08 eV
Multiplicity ... 2
Strongest force on any atom ... 1.273 eV/Å
Molar mass ... 50.99 g/mol

CARTESIAN COORDINATES (ANGSTROEM)
O1 0.9062 -0.3076 -0.4042
C1 0.0034 0.4342 0.2261
C2 -1.3260 0.3475 0.0434
Li1 1.4856 -1.8541 -1.0750
H1 -1.7633 -0.4815 -0.5182
H2 -1.9898 0.9551 0.6579
H3 2.2886 -0.0891 -0.0178
H4 0.3952 0.9955 1.0876